1.
The following is a DFT calculation (wB97M-V/def2-TZVPD) of a structure of composition C23H52F6NNiO31S10 in a non-equilibrium geometry.

Geometry as XYZ:
```
124
Properties=species:S:1:pos:R:3:forces:R:3:lowdin_charge:R:1
Ni -2.280617 -0.482056 -0.690802 -0.310 0.275 0.746 0.71
C 0.727543 2.317634 0.830058 1.175 -3.245 -1.754 -0.70
F -0.137007 3.098944 0.304338 -1.871 0.956 -0.717 0.20
F 1.724523 2.170384 -0.079342 -0.490 0.111 0.917 0.12
F 1.153813 2.789784 1.934068 1.185 1.101 1.906 0.20
S -0.047587 0.616514 1.448338 -1.372 1.096 0.740 0.76
O 0.849403 0.025984 2.417028 -0.837 0.502 -1.591 -0.25
O -1.293167 1.128894 1.985068 0.366 -0.616 -0.839 -0.31
N -0.453707 -0.372646 0.001758 0.926 2.673 3.623 -0.31
S 0.885753 -1.113266 -0.294662 4.240 -3.228 -0.192 0.55
O 0.839523 -1.715456 -1.575652 -0.888 -0.491 -1.162 -0.27
O 2.128003 -0.425876 0.006768 -1.653 0.036 0.203 -0.28
C 0.947963 -2.676496 0.939028 -0.135 1.105 -0.258 -0.55
F 1.569823 -3.755966 0.411978 -0.724 0.999 0.119 0.12
F 1.597683 -2.340406 2.057718 -0.575 -0.740 -0.676 0.13
F -0.348297 -2.993156 1.203748 1.021 -0.095 0.103 0.09
O -3.018477 1.432624 -0.372552 -1.849 2.369 1.288 -0.36
S -3.944487 2.407244 0.311648 -0.353 0.520 1.610 0.81
O -5.080627 1.911564 1.127648 2.565 0.539 -2.034 -0.29
O -3.049667 3.445454 1.284818 -0.881 -2.186 -2.486 -0.28
C -3.768527 4.098174 2.351878 -0.025 0.379 0.437 -0.23
C -4.994657 4.908614 1.982958 -1.131 0.400 -0.476 -0.08
C -4.527167 3.631774 -0.949282 -0.004 -0.853 -0.348 -0.07
H -2.956077 4.704844 2.751838 -0.238 0.144 0.233 0.13
H -4.036527 3.335934 3.083498 -0.017 0.102 0.038 0.12
H -5.826877 4.299464 1.630178 0.048 -0.431 0.382 0.07
H -4.986987 5.678024 1.210908 1.135 0.029 -0.214 0.08
H -5.387507 5.482634 2.822158 0.265 -0.357 0.433 0.09
H -4.518327 3.090394 -1.895282 0.278 0.091 -0.032 0.07
H -3.904057 4.525254 -0.988262 0.379 -0.465 0.163 0.08
H -5.553677 3.968344 -0.804032 0.037 -0.429 0.667 0.08
O -2.225667 -2.328696 -1.382042 -0.203 -1.306 -0.205 -0.34
S -2.292817 -3.785406 -1.501632 -0.309 -3.037 1.113 0.75
O -1.229707 -4.541256 -2.165172 -1.908 1.930 1.059 -0.25
O -2.509897 -4.384336 0.049018 0.625 2.193 -2.654 -0.29
C -2.146577 -5.758306 0.232218 -0.945 -0.985 0.582 -0.25
C -2.532117 -6.036766 1.696668 1.116 0.535 -0.084 -0.04
C -3.955817 -4.268336 -2.179802 1.358 0.078 0.160 -0.06
H -1.128417 -5.935336 -0.114352 0.043 0.025 0.503 0.12
H -2.823077 -6.363766 -0.371002 0.113 -0.135 -0.339 0.11
H -3.579607 -5.772566 1.841748 0.069 -0.294 0.013 0.08
H -1.939867 -5.393676 2.347658 -0.059 0.250 0.000 0.08
H -2.279647 -7.039376 2.041838 -0.350 -0.172 -0.426 0.09
H -3.996397 -5.357326 -2.156092 0.259 0.027 0.165 0.07
H -3.981197 -3.981116 -3.230972 -0.181 0.340 0.194 0.07
H -4.734137 -3.876646 -1.524912 0.183 0.302 -0.237 0.08
O -1.340367 2.577684 -3.346252 -1.237 -3.753 -0.130 -0.29
S -1.185547 1.106884 -3.523202 2.965 2.486 -1.474 0.79
O -1.593447 0.101654 -2.509282 -0.403 1.312 -1.726 -0.37
O -1.673017 0.646844 -5.064022 -0.216 1.573 2.456 -0.25
C -2.219887 -0.665116 -5.274052 0.258 -0.819 -0.755 -0.25
C -2.810597 -0.802426 -6.689382 -0.105 0.392 -0.098 -0.05
C 0.645073 0.998514 -3.815962 -1.391 -0.635 -0.753 -0.06
H -2.967507 -0.865856 -4.506672 0.109 -0.180 -0.045 0.11
H -1.361177 -1.333126 -5.207032 -0.223 -0.344 0.311 0.12
H -2.693777 -1.811876 -7.083672 -0.106 -0.199 0.466 0.08
H -2.312027 -0.206626 -7.453942 0.272 0.322 0.372 0.09
H -3.865627 -0.532646 -6.736722 0.034 -0.013 0.135 0.08
H 0.869023 -0.066936 -3.868562 0.497 0.118 0.760 0.07
H 1.189063 1.685364 -3.167572 -0.185 -0.626 0.439 0.08
H 0.801713 1.347804 -4.836532 -0.396 0.263 -0.006 0.08
O -0.819417 7.490614 3.226998 0.430 0.495 -2.844 -0.30
S -0.507297 7.816104 1.819568 0.725 -0.127 1.386 0.68
O -0.645587 9.167074 1.317348 0.240 -1.893 0.572 -0.26
O 1.045833 7.335124 1.505338 -2.114 0.908 -0.135 -0.25
C 1.388103 6.123874 2.127768 3.482 -1.131 0.853 -0.30
C 2.887773 5.888184 1.710788 -1.317 0.153 -0.598 -0.05
C -1.350917 6.686234 0.704298 -0.199 -0.196 0.552 -0.12
H 0.833833 5.222784 1.865238 -0.662 0.508 0.067 0.09
H 1.519873 6.292504 3.196558 -1.034 -0.256 0.144 0.12
H 2.920173 5.622804 0.654078 0.150 0.563 -0.250 0.07
H 3.397323 5.045094 2.177318 -0.268 0.244 0.682 0.07
H 3.327993 6.859604 1.935848 0.661 -0.361 -0.295 0.09
H -2.385797 6.723194 1.044548 -0.272 0.609 -0.752 0.06
H -1.144197 5.620454 0.801658 0.762 0.137 0.498 0.04
H -1.071517 6.970364 -0.310242 -0.633 0.316 0.089 0.08
O -3.392207 -0.983316 1.130838 -0.031 0.118 0.592 -0.34
S -4.163917 -1.713186 2.137118 -1.835 -0.863 0.480 0.72
O -4.407897 -3.111616 1.849458 0.742 1.512 0.831 -0.27
O -3.519267 -1.557966 3.649498 -1.077 -1.733 -3.840 -0.23
C -3.427847 -0.266096 4.223808 0.752 0.518 0.757 -0.27
C -2.058347 -0.240286 4.875568 0.162 0.862 0.955 -0.05
C -5.858757 -0.938456 2.337038 1.173 0.269 0.510 -0.07
H -4.282757 -0.243976 4.899628 0.268 0.469 0.359 0.13
H -3.508537 0.545994 3.501238 -0.015 -0.132 -0.271 0.10
H -1.903097 -1.012536 5.628978 -0.242 -0.333 -0.319 0.09
H -1.941577 0.676154 5.454018 -0.169 0.285 -0.046 0.09
H -1.221567 -0.224566 4.177238 -0.347 -0.283 -0.217 0.06
H -5.734157 0.015294 2.849818 0.103 -0.018 -0.080 0.04
H -6.445897 -1.596656 2.977458 0.270 -0.215 -0.167 0.08
H -6.373627 -0.730396 1.399108 0.484 -0.368 -0.159 0.08
C 5.867213 -1.692356 -2.692752 0.838 0.986 -1.050 -0.15
C 4.590133 -0.972826 -2.423622 -0.453 -0.907 1.922 -0.22
O 4.148753 -0.307586 -3.584312 -0.428 0.235 -1.524 -0.20
S 5.194733 -0.438146 -4.875552 -0.722 -1.208 0.572 0.74
O 5.340913 0.836934 -5.568992 0.357 -2.030 2.367 -0.23
O 4.798653 -1.545976 -5.731652 0.572 1.227 1.544 -0.26
O 6.369293 -0.935406 -3.812952 0.873 0.795 -2.287 -0.21
H 5.771373 -2.747866 -2.947342 -0.112 0.113 -0.227 0.13
H 6.562863 -1.569276 -1.862672 0.168 -0.001 -0.253 0.12
H 4.657943 -0.285956 -1.579992 0.134 0.331 -0.517 0.10
H 4.002893 -1.800256 -2.025372 -1.398 0.348 -0.627 0.13
C 5.253663 1.985274 0.917838 1.859 -0.871 0.169 -0.15
C 6.323473 3.028604 0.988028 0.110 0.934 -0.190 -0.19
O 7.526503 2.499454 0.413188 -0.009 -1.356 -1.046 -0.19
S 7.181583 1.322174 -0.694162 0.098 0.331 -2.310 0.76
O 7.693743 0.055504 -0.232692 -0.252 1.381 -0.366 -0.24
O 7.462723 1.701394 -2.139392 -1.410 -0.759 5.406 -0.25
O 5.559213 1.308084 -0.335702 -0.050 0.647 -0.756 -0.24
H 4.280723 2.448644 1.081528 -0.213 -0.468 -0.968 0.12
H 5.456573 1.255334 1.701488 -0.358 -0.125 0.096 0.14
H 6.486303 3.288274 2.034048 0.396 0.201 -0.198 0.14
H 6.075203 3.894754 0.374648 -0.174 0.203 0.273 0.13
C 2.658033 -7.219276 1.043938 -0.505 0.196 -0.250 -0.20
C 3.654893 -6.069376 1.046378 -0.672 -1.141 -0.064 -0.17
O 4.877633 -6.746386 0.745048 0.736 -0.704 -0.255 -0.21
S 4.976073 -8.231626 1.468168 1.377 0.971 1.675 0.75
O 5.627433 -8.006626 2.781978 -2.250 -0.678 -2.964 -0.26
O 5.563863 -9.257336 0.622188 -1.663 2.050 0.984 -0.23
O 3.324113 -8.345606 1.562318 1.750 -1.154 0.775 -0.20
H 2.338763 -7.465816 0.031318 0.080 0.096 -0.155 0.13
H 1.761523 -7.019836 1.630968 0.165 -0.059 0.235 0.13
H 3.698563 -5.573446 2.016048 0.193 0.124 -0.116 0.14
H 3.320973 -5.426176 0.232208 0.825 0.298 0.122 0.12
```
Positions in Å, forces in eV/Å.

Computed properties:
Energy in hartree: -9383.5607
LUMO energy (alpha / beta) in hartree: -0.1079 / -0.1644
Gap between HOMO and LUMO (alpha / beta) in eV: 9.318 / 7.781
Spin multiplicity: 3
⟨S²⟩: 2.003
Net charge: +1
F_max in eV Å⁻¹: 5.64
Highest occupied orbital energy (alpha / beta) in eV: -12.25 / -12.25

***

2.
The following is a DFT calculation (wB97M-V/def2-TZVPD) of a structure of composition C23H52MnN11O16 in a non-equilibrium geometry.

Geometry as XYZ:
```
103
Properties=species:S:1:pos:R:3:forces:R:3:lowdin_charge:R:1
Mn 11.034397 14.841368 12.223158 -0.116 0.185 0.474 0.95
N 11.308331 16.637941 14.761341 2.034 1.592 0.036 -0.56
O 12.434239 16.980267 14.348073 -0.316 -0.379 -0.144 -0.03
O 10.625655 15.844712 14.073921 -0.768 -0.920 -0.212 -0.14
O 10.882646 17.103732 15.805208 -0.845 -0.365 0.450 0.03
N 14.001791 13.828913 12.346633 1.009 -1.937 -1.469 -0.63
O 13.284443 14.782062 12.560896 -3.034 2.692 1.269 -0.09
O 15.097674 14.040877 11.884667 2.653 0.557 -0.612 0.00
O 13.614237 12.676505 12.476493 -1.030 -1.451 0.736 -0.02
N 8.297476 11.645968 10.057147 -0.268 0.433 -0.157 -0.65
O 8.510771 12.540351 10.855641 1.550 2.300 1.630 -0.04
O 9.123461 11.391676 9.165839 0.761 -0.711 -0.858 -0.09
O 7.248773 11.073572 10.148980 -2.308 -2.270 -0.513 0.01
C 15.365992 17.445148 13.325474 0.206 0.256 0.607 -0.07
C 16.215563 18.212941 14.244131 -1.625 -1.887 -1.973 -0.29
N 16.902834 18.864933 14.852452 1.822 1.719 1.818 0.12
H 15.472422 17.931003 12.370590 -0.047 0.034 -0.565 0.06
H 14.337071 17.566198 13.667717 0.010 -0.451 -0.170 0.05
H 15.683089 16.395302 13.247717 -0.291 0.404 0.020 0.07
C 10.976064 13.564740 9.296501 -1.573 0.583 0.451 -0.28
O 11.327930 14.251153 10.274619 0.022 -0.224 -0.390 -0.08
N 11.829324 12.989598 8.495178 1.489 -0.327 -0.406 -0.13
C 11.313216 12.216304 7.381701 0.987 0.334 -0.683 -0.04
C 13.291314 13.099816 8.803502 -1.083 -0.393 -0.021 0.01
H 9.903448 13.384172 9.000309 1.038 0.367 0.647 0.14
H 11.906641 11.320496 7.274876 0.035 -0.453 0.085 0.09
H 11.421393 12.759772 6.437901 -0.021 0.122 0.033 0.09
H 10.284752 11.964961 7.541023 -0.418 -0.156 0.175 0.06
H 13.419184 12.819423 9.851713 0.228 0.371 -0.068 0.08
H 13.883596 12.432394 8.197921 -0.213 -0.522 -0.315 0.08
H 13.664003 14.088286 8.573508 -0.090 0.282 0.325 0.07
C 8.016801 15.692628 11.176404 0.738 -2.419 0.047 -0.31
O 8.957570 15.596787 11.952762 0.465 -0.508 0.321 -0.04
N 7.583900 16.818813 10.729119 -0.510 3.142 -0.200 -0.15
C 6.443189 16.870346 9.857756 0.156 0.773 -0.922 -0.05
C 8.214053 18.106159 11.096105 -0.921 0.266 0.662 0.00
H 7.499206 14.835774 10.686592 0.357 -0.050 0.763 0.15
H 6.074174 15.873189 9.627994 0.093 0.040 0.027 0.09
H 6.834640 17.358336 8.963497 -0.444 -0.185 -0.513 0.09
H 5.605511 17.502048 10.182332 0.291 -0.232 0.509 0.09
H 7.559456 18.621753 11.800367 -0.164 -0.097 0.217 0.09
H 9.175629 18.036395 11.601068 -0.027 -0.662 -0.329 0.07
H 8.263752 18.811472 10.267386 0.156 -0.450 -0.496 0.08
C 7.505429 14.925553 14.825667 1.020 1.326 -1.864 -0.37
O 6.460500 15.204547 14.274086 -0.830 -0.087 0.000 0.01
N 7.670403 14.276688 15.960789 -0.445 -0.948 1.521 -0.18
C 9.002312 14.206215 16.524979 -0.461 0.161 1.181 -0.05
C 6.529062 13.904499 16.801776 0.963 -0.648 0.566 -0.04
H 8.484196 15.249230 14.395922 -0.496 -0.250 0.059 0.12
H 9.007813 14.915182 17.362304 0.365 -0.331 0.232 0.10
H 9.750282 14.572931 15.843684 0.124 -0.083 -0.496 0.05
H 9.241055 13.188111 16.883020 -0.096 0.366 -0.159 0.09
H 6.743173 12.915636 17.233190 -0.030 0.085 -0.127 0.08
H 6.354480 14.551818 17.687690 0.177 0.116 -0.742 0.09
H 5.647847 13.802091 16.197562 -0.367 0.279 -0.272 0.07
C 9.678696 12.135058 13.645966 -0.581 -0.008 -0.098 -0.30
O 10.516466 12.930516 13.226691 -0.328 0.270 -0.207 -0.04
N 9.983111 11.057955 14.348385 3.046 -0.095 0.059 -0.16
C 11.445502 10.757728 14.591578 -1.471 0.159 0.681 0.01
C 9.034686 10.321089 15.102198 -1.261 0.184 0.197 -0.07
H 8.588646 12.121783 13.512552 -0.001 1.052 -0.518 0.15
H 11.590421 9.720502 14.325997 0.270 -0.259 -0.306 0.08
H 11.613226 10.820988 15.677871 0.112 0.167 -0.255 0.09
H 12.102982 11.445764 14.050112 -0.364 -0.179 -0.006 0.06
H 8.002130 10.619889 14.837243 0.526 -0.023 -0.012 0.10
H 9.111779 9.265079 14.895705 0.141 -0.442 0.136 0.09
H 9.156087 10.536000 16.169167 0.050 -0.275 0.020 0.09
C 14.422910 14.675479 17.942688 0.235 -0.108 0.682 -0.35
O 15.344687 15.259790 18.510922 -0.957 -0.434 -0.311 -0.02
N 14.309434 14.470412 16.623156 0.536 0.070 0.394 -0.18
C 13.265859 13.603482 16.085166 0.096 1.347 -0.059 -0.04
C 15.317062 15.084413 15.761919 -0.813 -1.142 -0.819 -0.02
H 13.550879 14.211238 18.467248 0.455 0.284 0.193 0.13
H 12.633106 14.215970 15.426938 0.159 -0.528 -0.267 0.09
H 12.641823 13.268031 16.899436 -0.158 -0.117 0.362 0.07
H 13.682881 12.732688 15.597198 0.099 -0.074 -0.406 0.08
H 15.944183 14.288563 15.329083 -0.274 0.233 -0.289 0.10
H 14.763023 15.643030 14.995839 0.453 -0.166 0.103 0.06
H 15.981832 15.693534 16.335706 0.019 0.564 0.454 0.07
C 11.913424 17.951066 10.657060 1.749 -0.157 -0.344 -0.28
O 11.398688 17.065937 11.306199 -0.478 -0.303 0.139 -0.01
N 13.100082 17.826569 9.976749 -1.383 -0.027 0.990 -0.17
C 13.640369 18.937971 9.221409 0.545 -0.304 0.540 -0.06
C 13.747663 16.505005 9.953674 -0.133 0.989 -0.346 -0.02
H 11.496385 18.963895 10.630964 -0.104 0.154 -0.163 0.14
H 14.660387 19.143848 9.597333 -0.418 0.200 -0.189 0.09
H 12.998728 19.819220 9.347286 0.250 -0.223 -0.058 0.09
H 13.733939 18.685017 8.167350 -0.123 0.029 -0.201 0.08
H 13.512002 16.098873 8.978248 0.221 -0.458 -0.208 0.08
H 14.825730 16.613952 10.080066 -0.036 -0.009 -0.030 0.10
H 13.352955 15.875010 10.743777 0.050 0.129 -0.079 0.05
C 10.494853 8.182840 10.273878 -1.361 -0.686 -0.103 -0.36
O 10.311659 6.991900 10.020722 -0.012 0.816 0.058 -0.02
N 11.656217 8.735250 10.560680 2.443 0.363 -0.099 -0.17
C 12.906929 7.965228 10.432829 -0.611 0.334 -0.166 -0.03
C 11.823958 10.172851 10.801868 -0.819 -0.269 0.422 -0.02
H 9.716337 8.966586 10.332310 -0.405 -0.485 -0.201 0.13
H 13.451950 8.055700 11.364593 0.271 -0.143 0.138 0.08
H 13.494932 8.392978 9.626386 0.264 0.233 -0.068 0.08
H 12.738916 6.920897 10.160111 -0.365 0.236 0.342 0.08
H 10.826917 10.632456 10.928291 0.481 -0.128 -0.180 0.08
H 12.380739 10.324283 11.726520 0.108 0.056 -0.032 0.07
H 12.348939 10.691932 9.996372 -0.030 -0.215 -0.081 0.08
```
Positions in Å, forces in eV/Å.

Computed properties:
Energy in hartree: -3864.5842
LUMO energy (alpha / beta) in hartree: 0.0695 / 0.0694
Gap between HOMO and LUMO (alpha / beta) in eV: 8.082 / 8.078
Spin multiplicity: 6
⟨S²⟩: 8.752
Net charge: -1
Relative energy (zero: lowest compared OMol25 entry of this formula, charge and spin) in kJ/mol: 29.6
F_max in eV Å⁻¹: 4.25
Highest occupied orbital energy (alpha / beta) in eV: -6.19 / -6.19